No. 1
This record from OMol25 describes a molecular structure, C24H33LuO6 in a non-equilibrium geometry. The level of theory is wB97M-V/def2-TZVPD.

The geometry in XYZ format:
```
64
Properties=species:S:1:pos:R:3:nbo_charge:R:1
C 2.88154 0.59135 -1.91116 -0.279
C 2.70021 -0.10002 -0.54790 -0.415
C 1.61745 0.29211 -2.73641 -0.394
C 1.04832 -0.99351 -2.11057 -0.172
H 1.84846 0.17835 -3.79785 0.230
H 0.89948 1.11331 -2.61555 0.203
C 1.32955 -0.76607 -0.59052 -0.235
H 2.78656 0.61633 0.26902 0.214
H 3.47147 -0.87434 -0.41348 0.196
C 0.28912 0.14312 0.04493 -0.010
H 1.31934 -1.72570 -0.06044 0.204
H 1.73341 -1.80804 -2.39662 0.171
C -0.32710 -1.37643 -2.47758 -0.428
C 2.96454 2.12643 -1.80589 0.826
C 4.13889 0.00185 -2.63793 0.840
O 4.02323 -0.71261 -3.60054 -0.583
O 2.59426 2.76363 -0.84676 -0.622
O 3.43643 2.66585 -2.94020 -0.529
O 5.36228 0.24104 -2.12567 -0.537
C 5.62679 1.16969 -1.06056 -0.265
H 4.93039 1.05407 -0.21683 0.207
H 5.59308 2.19839 -1.44531 0.176
H 6.64050 0.93670 -0.73297 0.185
C 3.43933 4.09210 -2.98759 -0.259
H 2.42159 4.48953 -2.88901 0.196
H 3.85365 4.35016 -3.96294 0.183
H 4.06293 4.50756 -2.18677 0.180
O -0.78881 -0.58424 0.31666 -0.926
H 0.02347 0.98185 -0.60861 0.139
H 0.72210 0.58316 0.96506 0.113
C -0.59992 -2.79702 -2.68476 -0.580
C -1.32969 -0.36929 -2.81101 -0.592
H -1.06038 0.22714 -3.70444 0.103
H -1.51458 0.36065 -2.00292 0.169
H -2.30922 -0.83617 -3.02178 0.179
H -1.62431 -3.06281 -2.37867 0.158
H 0.09453 -3.45005 -2.13426 0.174
H -0.51145 -3.07718 -3.75211 0.085
Lu -2.22935 -0.58261 1.67848 1.846
C -2.65606 -2.59827 3.16590 -0.273
C -1.58707 -2.88256 2.30356 -0.427
C -0.50594 -2.03435 2.67432 -0.381
H -1.60328 -3.62089 1.51357 0.226
C -0.94457 -1.12877 3.68437 -0.405
C -2.24856 -1.49739 4.03052 -0.326
H -2.91714 -0.94602 4.72617 0.205
H -3.68360 -3.00047 3.05138 0.217
H 0.47747 -2.04528 2.22472 0.223
H -0.36172 -0.34879 4.14789 0.218
C -3.81377 1.19885 1.14171 -0.449
C -3.81318 1.03606 2.55999 -0.215
C -2.51409 1.37979 3.05509 -0.421
H -4.64408 0.67816 3.13694 0.223
C -1.73029 1.77634 1.95424 -0.401
C -2.53997 1.67991 0.77409 -0.351
H -2.21909 1.89671 -0.24157 0.233
H -4.63833 0.95928 0.47866 0.218
H -2.20484 1.34316 4.09170 0.217
H -0.69408 2.09588 1.99063 0.230
C -5.00128 -1.32164 3.76131 -0.286
O -3.96965 -1.01238 2.77922 -0.929
H -5.03722 -0.59667 4.54881 0.152
H -4.89581 -2.25314 4.29776 0.159
H -5.81191 -1.32582 3.07048 0.190
```

Values from the calculation:
**DFT total energy**: -71322.79375 eV
**Orbital gap**: 1.831 eV
**E_LUMO**: 4.23 eV
**Spin multiplicity**: 1
**F_max**: 6.113 eV Å⁻¹
**Net charge**: -2


No. 2
This record from OMol25 describes a molecular structure, C24H33N2Ru in a non-equilibrium geometry. The level of theory is wB97M-V/def2-TZVPD.

The geometry in XYZ format:
```
60
Properties=species:S:1:pos:R:3:mulliken_spin:R:1
C -2.21453 -0.24804 -0.90979 0.092
C -1.61100 -1.55332 -0.49255 0.171
C -0.71839 -1.96665 -1.55000 0.042
C -0.72173 -0.97800 -2.54132 0.221
C -1.59147 0.07564 -2.17077 -0.034
Ru -0.63031 0.14304 0.36540 2.393
C 2.10321 1.53469 0.54498 0.092
C 0.57759 1.98617 0.74661 -0.041
H 0.37314 2.35557 1.77479 -0.003
C -0.37201 2.19424 -0.23327 -0.005
H -0.03797 2.37600 -1.23395 0.005
H -1.30757 2.70141 0.02572 0.014
C 3.10786 2.33992 1.43875 0.022
H 2.81964 2.31125 2.50883 0.001
H 4.07657 1.83497 1.33640 -0.009
H 3.17494 3.39394 1.12528 0.001
C 2.47965 1.79111 -0.92488 0.007
H 1.76684 1.40706 -1.65968 -0.004
H 2.56595 2.86479 -1.11606 0.003
H 3.44868 1.35064 -1.14532 0.003
C -2.21944 -2.49281 0.50325 0.045
H -2.77592 -1.94452 1.28432 -0.008
H -2.92076 -3.19853 0.00798 0.007
H -1.42733 -3.09585 1.00425 0.001
C -0.07997 -3.29978 -1.59766 -0.038
H 0.28366 -3.59254 -0.61406 0.009
H -0.79151 -4.06188 -1.91621 0.006
H 0.75236 -3.32037 -2.29259 -0.002
C -0.00075 -1.04654 -3.84383 0.006
H 0.97862 -1.53691 -3.74740 0.000
H -0.58504 -1.62581 -4.57681 0.007
H 0.15588 -0.04143 -4.26576 0.003
C -1.97975 1.23365 -3.02987 -0.004
H -1.09476 1.74037 -3.45673 0.003
H -2.61598 0.92435 -3.88154 0.005
H -2.54543 1.97313 -2.44086 -0.003
C -3.56257 0.22151 -0.50411 0.031
H -3.48136 1.23235 -0.07853 0.002
H -4.21768 0.25041 -1.38799 0.001
H -3.98995 -0.46608 0.23351 0.003
C 1.41247 -0.41952 0.24219 0.470
C 2.22982 0.16257 1.28288 -0.047
C 2.12309 -1.14124 -0.76824 -0.236
C 3.43443 -0.57354 1.70783 0.331
H 1.53743 0.53802 2.06454 0.061
C 3.26670 -1.84190 -0.39171 0.416
H 1.79897 -1.02132 -1.80122 -0.011
C 3.91130 -1.56044 0.85828 -0.135
H 3.84858 -0.34662 2.71182 0.012
H 3.65421 -2.66268 -1.08246 0.016
H 4.78512 -2.17076 1.11913 0.001
N -1.54394 1.17306 4.45972 0.009
C -2.79051 0.71374 4.08298 0.002
C -2.70071 0.30079 2.78288 0.043
N -1.36713 0.52678 2.37160 0.005
C -0.69941 1.03634 3.41274 0.034
H -1.28854 1.53709 5.34303 -0.001
H -3.66782 0.71729 4.72095 0.000
H -3.44126 -0.10980 2.12828 -0.010
H 0.32578 1.37503 3.46629 -0.005
```

Values from the calculation:
**Relative energy (zero: lowest compared OMol25 entry of this formula, charge and spin)**: 209.6 kJ/mol
**DFT total energy**: -30973.19042 eV
**Orbital gap (spin up / spin down)**: 4.930 / 6.157 eV
**E_LUMO (spin up / spin down)**: -3.67 / -4.42 eV
**Spin multiplicity**: 5
**F_max**: 4.378 eV Å⁻¹
**Net charge**: +1


No. 3
This record from OMol25 describes a molecular structure, C24H33N4O3Os. The level of theory is wB97M-V/def2-TZVPD.

The geometry in XYZ format:
```
65
Properties=species:S:1:pos:R:3:nbo_charge:R:1
Os 0.69357 -0.79351 0.22350 0.852
O -3.21661 -0.99633 2.36713 -0.698
C -3.98018 -1.09762 1.25502 0.424
C -5.36046 -1.00213 1.42405 -0.301
C -6.20198 -1.08582 0.33500 -0.149
C -5.68854 -1.26525 -0.94902 -0.254
C -4.32597 -1.35559 -1.12187 -0.126
C -3.44816 -1.27304 -0.03198 -0.268
C -1.99939 -1.31179 -0.26831 0.594
O -1.20501 -1.33055 0.77247 -0.706
N -1.54242 -1.28171 -1.48695 -0.422
N -0.14877 -1.22699 -1.48657 -0.214
C 0.39862 -1.57592 -2.59881 0.079
C 1.81779 -1.56842 -2.88595 -0.097
C 2.18270 -1.64170 -4.23534 -0.146
C 3.50416 -1.64066 -4.63147 -0.212
C 4.49929 -1.58024 -3.67039 -0.157
C 4.17536 -1.52605 -2.32314 -0.269
C 2.84563 -1.51881 -1.94066 0.293
O 2.49339 -1.48441 -0.58069 -0.536
H -2.29671 -1.18364 2.09570 0.506
H -5.74476 -0.87475 2.42709 0.231
H -7.27176 -1.01876 0.48402 0.224
H -6.35215 -1.33427 -1.79929 0.225
H -3.90342 -1.49117 -2.10741 0.235
H -0.28348 -1.86836 -3.38881 0.229
H 1.39499 -1.69909 -4.97556 0.227
H 3.75855 -1.69099 -5.68052 0.237
H 5.54080 -1.57393 -3.96117 0.234
H 4.97095 -1.48117 -1.59562 0.231
C 5.59365 -1.42978 1.58959 -0.608
C 4.36897 -0.81837 0.91268 -0.264
C 3.59185 0.08211 1.86464 -0.614
C 3.50186 -1.94898 0.39050 -0.060
H 6.23197 -0.64871 2.00036 0.232
H 6.18920 -2.01994 0.89169 0.217
H 5.29743 -2.08249 2.41407 0.215
H 4.69658 -0.20681 0.06750 0.215
H 3.27863 -0.46772 2.75668 0.209
H 2.71082 0.52033 1.38093 0.203
H 4.20756 0.92156 2.18774 0.239
H 2.90564 -2.39245 1.18825 0.217
H 4.07377 -2.73766 -0.09469 0.216
C -2.78651 4.16627 1.18534 -0.623
C -2.93863 2.65652 1.08278 -0.210
N -1.67419 1.96153 0.81071 -0.387
C -1.19720 2.00400 -0.57754 -0.225
C 0.01703 2.90481 -0.75874 -0.624
C -0.94995 1.41904 1.78597 0.561
C -1.35480 1.66284 3.21198 -0.689
N 0.11584 0.68377 1.54678 -0.790
H -3.74633 4.62108 1.42838 0.233
H -2.44447 4.59221 0.24191 0.215
H -2.07272 4.44461 1.96133 0.208
H -3.61004 2.40062 0.26190 0.218
H -3.38829 2.23865 1.97981 0.217
H -2.03332 2.36176 -1.17646 0.216
H -0.97379 0.99699 -0.91826 0.223
H -0.13184 3.86848 -0.27145 0.214
H 0.18514 3.08492 -1.82055 0.227
H 0.91324 2.44211 -0.34618 0.217
H -2.31154 1.18030 3.41227 0.268
H -1.44663 2.72672 3.42259 0.243
H -0.61955 1.23525 3.89040 0.228
H 0.49456 0.34911 2.43260 0.377
```

Values from the calculation:
**DFT total energy**: -39986.46332 eV
**Orbital gap (spin up / spin down)**: 7.229 / 7.229 eV
**E_LUMO (spin up / spin down)**: -3.20 / -3.20 eV
**Spin multiplicity**: 1
**F_max**: 0.546 eV Å⁻¹
**Net charge**: +1


- Number 1 is which compound?
  C24H33LuO6


- Which of these has the lowest net charge?
  C24H33LuO6


- The highest F_max belongs to which entry?
  C24H33LuO6